[1]
97
Properties=species:S:1:pos:R:3:forces:R:3 method="wB97M-V/def2-TZVPD" homo_energy_ev=-8.56 e_above_lowest_kcal_mol=8.27 orbital_gap_ev=3.666
C -0.676 -1.273 -3.758 2.08 0.79 0.00
C 0.126 -0.332 -4.728 -0.97 1.61 0.11
C -0.415 1.168 -4.753 3.00 -0.47 0.81
C -0.275 1.899 -3.444 -0.99 -1.14 2.12
C 0.903 1.346 -2.592 -0.89 2.44 2.80
C 2.080 0.734 -3.323 0.86 -1.15 3.88
N 1.558 -0.325 -4.221 4.93 -3.18 -2.38
O 2.445 -1.152 -4.678 -4.96 4.02 2.23
C 2.934 0.109 -2.105 3.17 -0.60 -0.59
C 2.938 1.724 -4.026 -2.16 -7.17 -9.35
C 0.137 -0.888 -6.109 -2.42 3.47 -3.51
H -0.714 -1.003 -2.727 1.13 0.32 0.98
H -0.432 -2.288 -3.914 1.06 -1.14 0.07
H -1.688 -1.317 -3.851 -3.23 0.80 -1.65
H -1.450 1.123 -4.918 -1.21 -0.11 -1.37
H 0.263 1.866 -5.363 -1.54 -1.90 -0.56
H -1.268 1.951 -2.832 1.97 -0.11 -0.95
H -0.023 2.849 -3.837 0.05 1.55 0.77
H 0.655 0.631 -1.768 -0.71 0.42 -0.98
H 1.186 2.271 -1.863 0.14 -2.11 -1.94
H 3.389 0.919 -1.411 -1.22 -1.14 -1.39
H 3.836 -0.605 -2.336 -1.18 1.87 -0.68
H 2.441 -0.640 -1.547 -1.60 -0.18 0.92
H 2.192 2.164 -4.712 0.43 0.15 -0.49
H 3.727 1.276 -4.767 -0.99 1.01 2.13
H 3.065 2.455 -3.484 2.66 7.02 5.96
H 0.639 -1.715 -6.086 2.62 -5.43 0.13
H 0.602 -0.422 -7.107 -0.77 0.26 2.76
H -0.896 -1.123 -6.433 0.45 0.14 0.49
N -1.459 0.941 1.149 -1.43 -5.54 4.19
O -1.159 0.635 -0.011 0.50 1.57 -1.16
O -0.615 1.335 2.010 -0.98 0.92 -1.95
O -2.555 0.307 1.641 2.16 2.90 -1.52
C 1.332 0.949 4.499 0.48 0.53 2.79
C 2.581 1.025 5.319 -3.65 -1.68 3.32
C 2.496 0.999 6.874 -7.07 1.04 -5.81
C 1.079 1.147 7.507 1.94 -0.95 -4.50
C -0.138 1.178 6.642 1.50 1.23 -1.19
C -0.001 1.061 5.082 8.16 -0.14 7.20
N 0.980 1.100 8.956 4.97 0.47 2.41
O 2.029 1.056 9.721 -1.52 -0.14 -3.31
O -0.056 1.182 9.485 -3.96 0.07 0.36
H 1.559 0.816 3.432 -0.84 0.21 0.37
H 3.500 0.685 4.811 -0.33 0.74 0.56
H 3.386 0.901 7.316 2.81 -0.30 2.42
H -1.198 1.564 7.087 2.86 -1.52 -1.04
H -0.848 1.191 4.661 -5.36 0.47 -3.65
C -2.418 -2.949 0.338 1.04 -5.19 1.52
C -1.573 -4.166 0.832 -9.50 -0.24 -0.30
C -2.411 -5.421 1.261 -0.35 5.50 -1.12
C -3.930 -5.357 1.308 3.24 0.49 -2.28
C -4.608 -4.319 0.540 4.21 0.16 1.54
C -3.816 -3.165 0.121 2.52 -4.09 2.70
N -4.612 -6.524 1.900 -1.07 -2.97 4.03
O -3.909 -7.426 2.567 -1.95 3.66 -3.24
O -5.874 -6.565 1.994 3.41 0.74 -1.23
H -1.886 -2.025 0.161 -0.46 0.24 -0.32
H -0.565 -4.160 0.977 2.53 0.01 0.25
H -1.716 -6.144 1.617 -0.59 -1.12 0.55
H -5.646 -4.316 0.356 -0.95 -0.21 -0.03
H -4.262 -2.505 -0.466 -2.26 3.12 -2.07
C -3.791 0.963 -2.466 -0.22 1.99 -1.62
O -3.939 0.195 -3.390 0.25 -1.43 -0.12
N -3.852 2.312 -2.713 1.03 2.84 3.37
C -3.651 3.227 -1.430 -3.05 2.72 -7.43
C -3.971 3.050 -3.988 -3.45 -2.09 0.44
H -3.577 0.731 -1.412 -0.07 -0.22 -0.07
H -4.599 3.708 -1.237 -0.47 -0.33 0.49
H -3.043 4.092 -1.694 0.54 -0.29 -0.24
H -3.271 2.756 -0.687 2.30 -3.42 4.84
H -3.686 2.410 -4.762 0.67 -1.19 -1.23
H -3.453 3.934 -4.101 1.61 1.81 0.67
H -5.040 3.328 -4.312 1.12 -0.51 1.03
C 4.482 2.460 0.908 0.21 0.57 0.04
O 5.621 2.902 0.796 -0.79 -0.72 0.11
N 3.372 3.224 0.667 0.76 -2.17 -0.02
C 2.013 2.772 0.884 -0.40 -0.75 -0.94
C 3.522 4.608 0.385 -1.21 0.26 3.07
H 4.266 1.395 1.241 0.02 0.92 -0.38
H 1.753 3.182 1.837 -0.93 -0.40 0.77
H 1.737 1.662 0.730 0.91 1.68 0.60
H 1.438 3.315 0.133 -0.44 -0.13 0.06
H 3.578 4.813 -0.600 0.35 0.77 -3.39
H 4.323 4.994 0.928 2.06 0.41 0.37
H 2.741 5.222 0.843 -0.65 -0.49 -0.27
C 0.899 -2.556 3.559 2.36 -4.86 2.17
O 1.043 -3.321 4.576 -0.95 2.96 -3.22
N 1.312 -2.926 2.316 -0.57 0.03 -1.42
C 1.149 -1.966 1.205 -3.94 0.92 1.98
C 1.860 -4.235 2.116 0.68 -2.54 1.44
H 0.635 -1.557 3.490 -1.24 2.21 0.92
H -0.057 -1.793 0.955 3.10 0.01 1.03
H 1.459 -2.325 0.285 1.35 -0.91 -1.51
H 1.626 -1.023 1.513 -0.34 -0.14 -0.60
H 1.393 -4.929 2.896 0.50 0.95 -1.03
H 2.934 -4.256 2.387 -0.32 0.13 -0.14
H 1.810 -4.802 1.147 -0.55 1.37 0.43

=====

[2]
88
Properties=species:S:1:pos:R:3:forces:R:3 method="wB97M-V/def2-TZVPD" homo_energy_ev=-8.88 orbital_gap_ev=9.407
C 7.297 1.146 2.894 -0.03 0.00 0.02
C 6.487 0.471 2.090 0.25 0.23 0.17
C 6.414 -1.013 2.154 0.00 -0.13 0.37
O 6.378 -1.652 3.175 -0.13 0.09 -0.27
O 6.418 -1.576 0.920 -0.34 0.29 -0.10
C 5.470 -2.634 0.699 -0.04 -0.32 0.18
C 4.205 -2.073 0.046 -0.01 -0.08 -0.15
C 3.928 -2.542 -1.398 -0.24 0.03 0.26
C 3.386 -1.426 -2.305 -0.09 -0.28 0.06
C 1.854 -1.280 -2.259 0.71 0.12 0.34
C 1.398 -0.651 -0.924 -0.11 -0.31 -0.07
C 0.391 0.529 -1.000 0.42 -0.03 0.10
C -0.801 0.210 -1.939 -0.30 -0.14 0.07
C -1.807 -0.948 -1.791 -0.22 -0.04 -0.42
C -1.272 -2.376 -1.807 -0.37 -0.01 0.04
O -2.744 -0.744 -0.743 0.28 -0.14 0.27
C -4.036 -1.256 -0.987 -0.11 -0.02 0.07
C -4.572 -1.999 0.209 0.02 0.20 0.07
C -5.893 -1.827 0.605 -0.01 0.03 -0.11
C -6.394 -2.505 1.704 -0.16 -0.13 0.18
C -5.583 -3.370 2.419 0.25 -0.07 0.04
C -4.261 -3.541 2.032 -0.02 -0.02 0.00
C -3.760 -2.852 0.942 0.11 -0.12 0.02
C 1.252 1.673 -1.691 -0.22 0.22 -0.36
C 0.688 2.367 -2.916 0.00 0.06 -0.09
O 1.578 2.783 -0.796 0.03 -0.10 -0.08
S 2.414 2.397 0.477 0.48 0.03 0.27
O 3.587 1.658 0.086 -0.16 0.02 -0.06
O 2.589 3.606 1.220 -0.17 -0.07 -0.18
C 1.284 1.275 1.304 -0.19 0.01 0.30
C 1.032 1.815 2.719 0.36 0.17 -0.13
C -0.005 0.941 0.477 0.13 -0.03 0.02
C -0.637 -0.281 1.252 -0.07 0.07 0.15
N -1.838 -0.078 2.022 0.02 -0.39 0.12
C -0.913 2.170 0.561 -0.33 0.30 -0.06
O -2.151 1.987 -0.100 0.13 -0.08 -0.13
C -3.043 3.044 0.153 -0.22 0.16 0.01
C -4.133 3.068 -0.897 -0.05 0.02 -0.12
C -5.109 4.215 -0.651 0.00 -0.03 0.07
H 7.864 0.658 3.676 0.11 -0.13 -0.13
H 7.427 2.215 2.787 -0.18 0.03 0.10
H 5.860 0.995 1.378 0.15 -0.21 -0.30
H 5.238 -3.113 1.650 0.14 0.04 0.08
H 5.960 -3.378 0.073 0.07 0.07 -0.09
H 4.298 -0.986 0.043 0.05 0.02 0.10
H 3.349 -2.315 0.679 -0.05 0.07 0.02
H 3.191 -3.350 -1.365 0.07 -0.09 -0.10
H 4.827 -2.984 -1.830 0.12 0.17 0.00
H 3.694 -1.628 -3.332 0.00 0.06 -0.05
H 3.840 -0.485 -1.983 0.10 0.09 -0.25
H 1.445 -2.286 -2.344 -0.25 0.09 -0.31
H 1.570 -0.688 -3.129 -0.26 -0.03 0.01
H 2.301 -0.274 -0.452 -0.06 0.02 0.10
H 1.031 -1.449 -0.279 -0.09 0.04 0.06
H -1.416 1.098 -2.051 0.01 0.04 0.11
H -0.396 0.017 -2.934 0.19 0.02 0.06
H -2.381 -0.872 -2.726 0.05 0.12 -0.05
H -0.697 -2.654 -0.927 0.19 0.08 -0.04
H -0.705 -2.535 -2.722 0.21 -0.05 0.09
H -2.124 -3.059 -1.855 0.01 -0.02 0.04
H -4.030 -1.933 -1.848 0.01 0.05 -0.09
H -4.708 -0.422 -1.213 -0.04 -0.01 -0.14
H -6.542 -1.160 0.050 0.03 0.06 -0.02
H -7.419 -2.360 2.018 -0.05 0.05 -0.06
H -5.958 -3.901 3.283 -0.10 0.01 0.01
H -3.604 -4.207 2.575 -0.05 -0.01 0.09
H -2.718 -2.977 0.680 0.02 0.08 -0.09
H 2.217 1.259 -1.981 0.00 -0.11 0.04
H 1.375 3.161 -3.206 0.00 0.04 0.04
H 0.623 1.678 -3.756 -0.04 -0.03 0.01
H -0.297 2.798 -2.747 0.00 0.04 0.06
H 1.862 0.360 1.417 0.04 -0.01 -0.15
H 0.330 1.190 3.264 -0.07 -0.02 -0.02
H 1.976 1.822 3.263 -0.02 -0.08 0.07
H 0.704 2.851 2.694 -0.20 -0.04 0.07
H 0.112 -0.676 1.944 0.10 0.00 -0.07
H -0.834 -1.089 0.560 -0.11 0.03 -0.11
H -2.646 0.070 1.440 -0.01 0.20 -0.07
H -1.758 0.607 2.755 -0.07 0.12 -0.05
H -0.430 3.056 0.142 0.11 -0.03 -0.01
H -1.115 2.413 1.609 0.02 -0.17 0.07
H -3.493 2.942 1.151 0.08 -0.05 0.06
H -2.519 4.011 0.140 0.10 -0.03 -0.02
H -4.657 2.110 -0.912 0.01 -0.03 0.04
H -3.675 3.184 -1.883 0.09 -0.01 0.02
H -5.714 4.421 -1.532 -0.03 -0.01 -0.02
H -5.789 4.002 0.175 0.02 -0.03 0.04
H -4.567 5.127 -0.395 -0.02 0.06 -0.06

=====

[3]
87
Properties=species:S:1:pos:R:3:forces:R:3 method="wB97M-V/def2-TZVPD" homo_energy_ev=1.64 s2=0.75 orbital_gap_ev=2.406 spin_multiplicity=2 total_charge=-2
C 5.504 -0.278 -3.857 0.61 0.68 -0.64
C 4.296 0.268 -3.055 -0.51 -0.06 -0.26
C 5.804 -1.682 -3.299 0.30 0.13 0.08
C 4.987 -1.940 -1.995 -0.02 -1.08 0.03
H 6.869 -1.734 -3.049 -0.26 -0.10 -0.27
H 5.605 -2.460 -4.055 -0.16 0.37 0.45
C 4.447 -0.353 -1.671 0.67 -0.23 -0.32
H 3.379 -0.098 -3.539 0.21 0.15 0.02
H 4.283 1.371 -3.080 -0.09 -0.28 0.09
C 3.627 0.207 -0.470 -0.50 0.13 0.27
H 5.449 0.029 -1.373 -0.21 -0.02 0.28
H 5.653 -2.062 -1.119 0.15 0.10 -0.35
C 4.422 -3.307 -2.185 -0.35 1.49 0.27
C 5.273 -0.314 -5.364 -2.11 0.39 0.47
C 6.788 0.562 -3.786 1.06 -1.40 1.18
O 7.883 0.075 -3.535 -0.98 1.10 -0.31
O 4.174 -0.354 -5.896 1.52 -0.17 0.21
O 6.428 -0.218 -6.054 -0.16 -0.30 -0.68
O 6.647 1.857 -4.094 0.20 0.16 -0.11
C 7.917 2.476 -4.334 -0.33 0.09 0.04
H 7.684 3.511 -4.565 0.10 0.09 -0.02
H 8.390 1.974 -5.181 0.10 0.13 0.10
H 8.554 2.391 -3.452 -0.01 0.07 -0.14
C 6.250 -0.183 -7.470 -0.05 0.00 -0.11
H 5.769 -1.101 -7.832 0.10 0.25 0.13
H 7.250 -0.089 -7.889 -0.05 -0.02 0.01
H 5.633 0.679 -7.755 0.11 -0.23 0.05
O 2.209 0.211 -0.351 3.92 -1.87 -1.83
H 3.918 1.267 -0.406 0.08 0.05 -0.03
H 4.030 -0.262 0.441 0.05 -0.12 -0.13
C 4.679 -4.371 -1.200 -0.42 0.24 0.37
C 3.477 -3.632 -3.267 0.07 -0.32 0.16
H 3.736 -4.618 -3.700 -0.17 -0.03 -0.32
H 3.474 -2.888 -4.072 -0.13 0.03 -0.11
H 2.441 -3.747 -2.895 -0.40 0.09 -0.34
H 3.969 -5.198 -1.366 0.15 0.02 0.32
H 4.521 -3.978 -0.185 0.14 -0.54 0.29
H 5.699 -4.796 -1.265 0.24 -0.28 0.25
Ti 0.623 0.261 0.351 -1.52 0.36 1.25
C 0.420 0.694 2.734 0.23 0.92 -0.47
C 1.778 0.943 2.365 -0.67 0.77 0.45
C 1.797 2.046 1.449 -1.09 0.10 0.78
H 2.662 0.447 2.766 -0.34 0.02 -0.22
C 0.439 2.425 1.184 0.69 -0.07 1.14
C -0.419 1.589 1.980 1.05 0.19 0.86
H -1.499 1.684 2.067 0.49 -0.16 -0.19
H 0.079 -0.051 3.450 0.19 0.17 -0.43
H 2.701 2.542 1.093 -0.40 -0.36 -0.24
H 0.107 3.268 0.585 0.15 -0.32 -0.03
C -0.968 -0.815 -2.192 -0.24 1.10 -0.25
C -1.829 0.001 -1.407 0.81 0.45 -0.61
C -1.135 1.218 -1.085 -0.26 -0.78 -1.25
H -2.851 -0.252 -1.131 0.32 -0.01 0.09
C 0.160 1.162 -1.724 -1.27 -0.66 -1.20
C 0.246 -0.106 -2.407 -0.85 0.71 0.39
H 1.046 -0.419 -3.077 -0.03 -0.03 0.54
H -1.236 -1.774 -2.631 0.19 0.14 0.28
H -1.579 2.125 -0.677 0.12 -0.36 0.13
H 0.856 1.995 -1.829 -0.17 -0.36 0.16
C -2.299 -1.517 3.788 -0.30 0.06 0.24
Si -2.328 -1.380 1.903 1.56 -0.10 -1.19
C -3.578 -2.699 1.380 -0.37 -0.22 0.03
C -3.347 0.165 1.501 -0.44 0.32 0.13
C -0.608 -1.512 1.093 -0.87 -1.19 0.48
Si 0.227 -3.117 1.655 -0.63 1.40 -0.80
C -0.916 -4.628 1.657 0.04 -0.44 0.14
C 1.583 -3.465 0.409 0.10 -0.37 0.34
C 0.883 -3.090 3.423 0.31 -0.16 0.16
H -3.329 -1.275 4.100 0.21 -0.08 0.13
H -1.624 -0.806 4.277 -0.13 -0.14 -0.07
H -2.067 -2.529 4.146 -0.04 0.22 -0.12
H -4.465 -2.541 2.012 -0.03 -0.07 -0.17
H -3.875 -2.543 0.335 0.04 0.02 0.12
H -3.273 -3.741 1.489 -0.08 0.24 -0.06
H -3.476 0.785 2.397 -0.05 0.01 -0.09
H -2.948 0.792 0.699 0.01 -0.19 0.27
H -4.346 -0.177 1.189 0.14 0.16 0.10
H -0.787 -1.703 0.017 -0.24 -0.31 0.31
H -1.258 -4.880 0.644 0.03 0.08 0.17
H -0.348 -5.484 2.046 -0.03 -0.01 -0.12
H -1.797 -4.516 2.300 0.30 -0.02 -0.06
H 2.441 -2.799 0.552 -0.07 -0.08 -0.13
H 1.929 -4.503 0.508 0.12 0.19 -0.14
H 1.213 -3.320 -0.614 0.08 0.01 0.18
H 1.680 -2.343 3.542 -0.14 -0.13 0.03
H 0.105 -2.901 4.178 0.20 -0.02 -0.25
H 1.307 -4.089 3.617 0.00 0.28 0.10

=====

[4]
88
Properties=species:S:1:pos:R:3:forces:R:3 method="wB97M-V/def2-TZVPD" homo_energy_ev="-12.85 / -12.86" s2=6.03 orbital_gap_ev="6.424 / 4.424" spin_multiplicity=5 total_charge=+2
C -2.610 2.812 -6.883 0.05 -0.16 0.21
C -2.339 3.441 -5.644 -0.27 0.45 -0.33
C -2.547 4.827 -5.600 -0.02 0.39 -0.01
C -2.982 5.520 -6.743 0.38 -0.99 0.88
N -3.213 4.882 -7.876 -0.36 0.91 -0.88
C -3.045 3.580 -7.977 0.42 -0.60 1.15
C -1.868 2.737 -4.449 -0.07 -0.32 -0.56
C -1.443 2.072 -3.527 -1.12 -0.09 -1.09
C -0.821 1.110 -2.683 1.02 0.79 -0.20
C -1.189 -0.242 -2.504 0.37 0.90 -0.17
C -0.450 -1.048 -1.627 -0.60 -0.64 0.51
C 0.699 -0.557 -1.004 0.52 1.42 -0.92
C 1.299 0.639 -1.518 -1.57 0.38 0.95
C 0.453 1.570 -2.191 1.20 -0.94 -0.56
Fe -0.470 1.644 -0.395 -0.25 -0.90 0.97
P -1.438 -0.773 1.392 -0.76 -1.93 0.61
H -2.380 5.384 -4.684 0.04 -0.11 -0.05
H -2.498 1.741 -7.012 0.07 0.09 0.13
H -3.136 6.599 -6.706 0.00 -0.27 -0.11
H -3.255 3.110 -8.941 0.06 0.15 0.32
H 0.812 2.595 -2.355 -0.11 -0.64 -0.60
H -2.043 -0.606 -3.072 0.09 -0.11 0.35
H 2.288 0.930 -1.219 0.26 0.08 0.25
H -0.838 -2.056 -1.410 0.48 0.55 0.03
C -0.967 -1.510 3.039 0.46 0.47 0.00
C -1.883 -1.177 4.222 -0.21 0.12 0.09
H 0.053 -1.152 3.249 -0.29 -0.08 0.03
H -0.878 -2.605 2.921 -0.13 0.44 -0.37
H -1.528 -1.743 5.098 -0.17 0.25 -0.29
H -1.838 -0.105 4.477 -0.07 -0.42 -0.03
H -2.928 -1.467 4.031 0.38 0.16 0.13
C -2.316 0.813 1.543 0.77 0.71 -0.23
C -3.675 0.913 0.890 -0.57 0.39 -0.49
H -1.681 1.696 1.125 -0.57 -0.83 0.91
H -2.332 0.954 2.625 -0.08 0.60 0.02
H -3.922 1.979 0.853 -0.20 -0.21 0.03
H -3.664 0.567 -0.154 -0.02 0.03 0.33
H -4.477 0.401 1.432 0.33 0.04 -0.09
C -2.579 -2.039 0.663 0.02 0.29 -0.65
C -3.725 -2.559 1.552 -0.13 0.02 0.24
H -1.968 -2.889 0.303 -0.09 0.44 0.24
H -3.002 -1.554 -0.234 0.15 -0.26 0.23
H -4.386 -3.171 0.911 0.31 0.27 0.36
H -3.356 -3.200 2.373 -0.18 0.34 -0.38
H -4.332 -1.737 1.976 0.30 -0.49 -0.18
Br 1.313 -1.027 0.740 0.46 -0.45 -0.63
P 1.879 3.670 2.263 0.61 1.00 0.97
C 0.411 2.846 3.024 0.05 -0.13 -0.21
C 0.235 3.272 4.503 -0.18 -0.18 -0.10
H 0.555 1.754 2.926 -0.32 0.10 0.07
H -0.475 3.151 2.437 0.23 -0.06 0.18
H -0.806 3.079 4.816 0.43 0.08 0.05
H 0.907 2.694 5.165 -0.27 0.40 -0.30
H 0.443 4.353 4.622 -0.10 -0.62 -0.03
C 3.198 2.387 2.177 -0.09 -0.25 -0.08
C 4.623 2.950 2.409 -0.16 -0.29 -0.12
H 3.121 1.909 1.184 0.19 -0.20 0.39
H 2.960 1.643 2.961 0.13 0.17 -0.38
H 5.315 2.106 2.539 -0.11 0.31 -0.07
H 4.974 3.541 1.548 -0.17 -0.12 0.34
H 4.671 3.573 3.314 -0.09 -0.17 -0.34
C 1.441 4.043 0.514 0.27 -0.12 0.40
C 1.115 5.543 0.415 -0.34 -0.05 -0.57
H 0.592 3.388 0.157 0.24 0.35 -0.09
H 2.353 3.805 -0.057 -0.42 -0.01 -0.11
H 1.118 5.849 -0.637 -0.09 0.09 0.15
H 0.118 5.758 0.825 0.33 0.01 0.00
H 1.858 6.156 0.952 -0.32 -0.44 -0.19
C -0.235 -5.477 0.093 -0.35 0.16 0.08
N 1.180 -5.735 0.208 0.20 0.41 0.03
C 1.594 -7.120 0.248 0.43 -0.82 0.12
C 1.960 -4.648 -0.102 0.67 -0.73 0.16
O 1.399 -3.637 -0.522 -0.32 0.76 -0.23
N 3.324 -4.688 0.068 -0.43 0.43 -0.10
C 4.101 -5.714 0.739 0.04 -0.45 0.25
C 4.090 -3.506 -0.313 0.15 0.10 -0.25
H -0.772 -6.392 0.336 -0.06 0.14 0.03
H -0.503 -5.144 -0.914 -0.07 -0.10 0.05
H -0.526 -4.684 0.795 -0.07 -0.18 -0.09
H 2.369 -7.343 -0.511 -0.48 0.09 0.42
H 1.970 -7.406 1.250 -0.19 -0.02 -0.57
H 0.709 -7.739 0.033 0.52 0.17 0.01
H 4.338 -6.550 0.058 0.03 0.30 0.42
H 5.047 -5.251 1.063 -0.41 -0.28 -0.06
H 3.574 -6.099 1.632 0.37 0.20 -0.45
H 3.398 -2.770 -0.754 0.53 -0.36 0.18
H 4.598 -3.076 0.578 -0.30 -0.17 -0.49
H 4.866 -3.793 -1.052 -0.39 0.28 0.37